Below is a cluster of 7 separate species, C12H31N7O9 in total, with properties calculated with ωB97M-V/def2-TZVPD.

```
! wB97M-V def2-TZVPD RIJCOSX def2/J DEFGRID3
* xyz 0 1
C 1.5327 -4.7732 -0.2290
N 0.4622 -4.5663 -1.2380
O -0.7409 -4.5770 -0.9080
O 0.7623 -4.4497 -2.4061
H 1.2261 -5.6468 0.3463
H 1.6157 -3.8158 0.2855
H 2.5291 -4.9154 -0.6474
C -1.7960 -1.0234 -0.0580
N -0.3346 -0.9035 0.1321
O 0.2813 0.1038 -0.2269
O 0.2331 -1.9349 0.5902
H -2.0683 -0.4559 -0.9479
H -2.1516 -0.7326 0.9305
H -2.0275 -2.0549 -0.3237
C -4.1568 -0.0041 4.1725
C -3.4311 -1.2767 3.7694
N -2.4384 -1.7273 4.5009
O -3.7098 -1.7767 2.6636
H -3.5220 0.8798 4.1096
H -4.6882 -0.0321 5.1237
H -4.9344 0.0998 3.4158
H -1.8429 -2.4709 4.1655
H -2.1584 -1.2406 5.3404
C 3.7308 1.4225 -0.5337
C 4.9947 0.6229 -0.8389
N 5.6773 0.1378 0.2086
O 5.3217 0.3318 -1.9824
H 3.0869 0.8071 0.0947
H 3.2602 1.7316 -1.4670
H 4.0183 2.2875 0.0640
H 6.5110 -0.3564 -0.0758
H 5.2976 0.0717 1.1422
C -1.5193 3.5676 -1.9985
C -2.4114 2.4788 -2.5005
N -3.2975 1.8962 -1.6971
O -2.3265 2.0468 -3.6629
H -1.3360 4.2479 -2.8302
H -0.5869 3.0404 -1.7964
H -1.8834 4.1268 -1.1366
H -3.3044 2.3013 -0.7720
H -3.8689 1.0935 -1.9193
C -0.7055 1.6403 2.4808
C -0.0563 1.6455 3.8757
N 1.0815 2.3164 3.9587
O -0.6476 1.1949 4.8853
H 0.1490 1.4843 1.8223
H -1.2291 2.5695 2.2560
H -1.3547 0.7649 2.4592
H 1.3120 2.6928 3.0502
H 1.5372 2.6277 4.8046
C 1.0299 -0.0987 -3.4194
C 1.1499 -0.7054 -4.8283
N 1.2329 0.1559 -5.7757
O 1.0901 -1.9257 -4.9963
H 1.2934 -0.8535 -2.6785
H 0.0679 0.3254 -3.1318
H 1.7869 0.6844 -3.3774
H 1.1099 -0.2136 -6.7076
H 1.1466 1.1335 -5.5373
*
```

Lowest unoccupied orbital energy ... -0.0114 Ha
SMILES ... C[N+](=O)[O-].C[N+](=O)[O-].CC(N)=O.CC(N)=O.CC(N)=O.CC(N)=O.CC(N)=O
Frontier orbital gap ... 8.63 eV
Max |F| ... 5.4 eV/Å

natural (NBO) population analysis, charges in e, atoms 1 to 2: atom 1 (C): -0.4916, atom 2 (N): 0.5171